[1]
The ion C9H15ClN3 with charge +1, computed with ωB97M-V/def2-TZVPD.

As for the spin multiplicity: 1. The calculation puts the largest force on an atom at 0.100 hartree/bohr. The calculation puts the frontier orbital gap at 9.116 eV. The calculation puts the lowest unoccupied orbital energy at -3.24 eV. The energy relative to the best compared isomer or geometry (same formula, charge and spin) is 17.9 kcal per mole. For the total energy, the calculation gives -976.0614 Eh. As for the net charge: +1. As for the SMILES: Cl[C@]1(N2CC[NH2+]CC2)CC=CC=N1. As for the highest occupied orbital energy: -0.454 hartree.

The geometry in XYZ format:
```
28
Properties=species:S:1:pos:R:3:forces:R:3
Cl 2.352457 -0.301902 -0.199922 0.12 0.35 0.21
C 0.791696 0.645466 -0.356730 -0.45 -1.16 -3.07
N -0.434590 -0.360648 -0.822085 1.55 1.52 1.75
C -1.528957 -0.300945 0.175051 1.50 -1.12 -1.30
C -1.301507 -1.157382 1.410443 -0.59 1.77 0.39
N -0.914445 -2.543507 1.006118 -3.22 -3.36 2.18
C 0.218595 -2.588516 0.108141 3.61 0.98 0.21
C -0.004000 -1.707006 -1.102195 -0.22 0.86 0.70
C 1.010328 1.648396 -1.540434 -1.54 -0.64 0.05
C 1.180693 3.010692 -1.012212 -0.27 1.42 1.60
C 0.834711 3.469202 0.233655 0.31 -3.67 -2.50
C 0.432904 2.425911 1.151956 0.25 -0.08 -0.52
N 0.503069 1.177491 0.869509 -1.03 0.04 2.08
H -2.367444 -0.585482 -0.364447 -1.90 -1.18 -0.99
H -1.708761 0.724966 0.253531 -0.25 1.46 1.45
H -0.535100 -0.641721 1.936571 1.74 -0.33 0.13
H -2.049175 -1.046553 2.217069 -0.54 -1.07 -0.94
H -0.825685 -3.175707 1.886083 0.66 1.56 -1.51
H -1.728225 -3.102932 0.594582 0.78 1.49 0.07
H 0.559800 -3.560169 -0.292354 -0.76 -0.03 0.89
H 1.053703 -2.154257 0.755951 -0.88 -0.72 -1.12
H 0.861180 -1.606736 -1.706463 1.08 -0.44 -0.26
H -0.691667 -2.188860 -1.741544 -1.32 -0.48 -0.79
H 0.009061 1.682132 -2.109891 1.39 -0.14 0.58
H 1.803055 1.378879 -2.276056 -0.62 0.00 0.72
H 1.547382 3.709450 -1.714587 0.27 0.82 -0.71
H 0.860056 4.456467 0.499409 0.19 2.26 0.61
H 0.070866 2.693271 2.140850 0.15 -0.09 0.11
```
Positions in Å, forces in eV/Å.

[2]
An isolated molecule of C10H11N3, computed with ωB97M-V/def2-TZVPD.

As for the spin multiplicity: 1. The calculation puts the largest force on an atom at 0.072 hartree/bohr. The calculation puts the frontier orbital gap at 5.762 eV. The calculation puts the lowest unoccupied orbital energy at -0.51 eV. The energy relative to the best compared isomer or geometry (same formula, charge and spin) is 96.6 kcal per mole. For the total energy, the calculation gives -551.7921 Eh. As for the net charge: 0. As for the highest occupied orbital energy: -0.230 hartree.

The geometry in XYZ format:
```
24
Properties=species:S:1:pos:R:3:forces:R:3
C 0.791630 -0.306010 -0.333196 1.93 0.48 0.33
C 4.866161 0.282719 0.277203 -0.25 -0.40 0.04
C 4.243850 -0.958967 0.392486 1.20 -0.16 0.23
C 2.827146 0.662188 -0.147663 0.05 0.08 -0.04
C 1.514760 0.937826 -0.431595 -0.32 -0.11 0.06
C 1.762956 -1.338262 0.020238 -2.14 0.19 -0.39
C -1.624394 0.039827 -0.880540 3.35 -1.34 0.94
C -3.704247 -0.973403 -0.191298 0.07 -0.02 -0.12
C -3.038104 1.329420 0.638934 0.00 0.09 -0.09
C -2.997423 0.346196 -0.537698 -0.87 0.31 0.17
N 4.021589 1.264240 -0.047203 -0.06 0.59 -0.13
N -0.526210 -0.263788 -0.524179 -2.48 0.32 -1.06
N 2.941783 -0.723660 0.121235 -0.84 0.36 -0.22
H 5.910224 0.489775 0.424020 0.21 -0.06 0.05
H 4.638222 -1.924099 0.633676 0.02 -0.17 0.03
H 1.083563 1.888071 -0.673623 -0.06 0.17 -0.06
H 1.589676 -2.380801 0.187729 0.10 -0.20 0.05
H -3.664094 -1.669896 -1.025123 -0.03 -0.06 -0.04
H -4.745956 -0.768864 0.042443 -0.05 0.03 0.02
H -3.234796 -1.440902 0.671918 0.02 0.00 0.06
H -2.516673 0.913622 1.498711 0.02 -0.02 0.05
H -4.073986 1.524162 0.917654 0.01 0.00 -0.03
H -2.568296 2.274484 0.370273 0.00 0.02 0.05
H -3.497372 0.796119 -1.404401 0.12 -0.11 0.11
```
Positions in Å, forces in eV/Å.

[3]
A structure of composition C46H47ClN11O4PbSSe, computed with ωB97M-V/def2-TZVPD.

As for the spin multiplicity: 1. The calculation puts the largest force on an atom at 0.016 hartree/bohr. The calculation puts the frontier orbital gap at 7.326 eV. The calculation puts the lowest unoccupied orbital energy at -2.55 eV. The energy relative to the best compared isomer or geometry (same formula, charge and spin) is 13.7 kcal per mole. For the total energy, the calculation gives -6137.0401 Eh. As for the net charge: +1. As for the highest occupied orbital energy: -0.363 hartree.

The geometry in XYZ format:
```
112
Properties=species:S:1:pos:R:3:forces:R:3
Pb -0.734245 -0.239511 0.294142 -0.16 0.50 -0.02
N 0.323717 4.822532 -1.460107 0.03 0.05 0.05
C 0.568689 3.708082 -0.752306 -0.05 -0.01 0.14
N -0.276173 3.091307 0.006315 -0.20 0.28 0.18
C -1.571080 3.605176 0.096508 0.03 0.05 -0.30
N -2.498546 3.057707 0.808393 0.70 -0.29 0.35
N -2.068687 1.889531 1.436742 -0.29 0.02 -0.23
C -2.429967 1.758960 2.641740 -0.04 -0.29 0.27
C -2.153200 0.506100 3.392093 -0.09 0.43 -0.26
C -2.638912 0.368587 4.681104 -0.01 -0.09 0.12
C -2.392709 -0.810039 5.369730 -0.01 0.04 0.00
C -1.672253 -1.811279 4.744004 0.02 -0.01 -0.04
C -1.226286 -1.593256 3.448920 0.04 0.01 0.02
N -1.457449 -0.462792 2.788313 0.13 -0.04 -0.15
C -1.918104 4.815950 -0.667087 -0.07 -0.18 0.12
C -3.195077 5.381118 -0.647823 -0.07 -0.01 0.03
C -3.471772 6.507442 -1.390903 0.07 0.02 -0.03
C -2.468835 7.095156 -2.168341 -0.05 -0.05 0.04
C -1.202869 6.553216 -2.199009 -0.04 0.03 0.02
C -0.938051 5.411315 -1.445753 0.21 0.08 -0.15
H 1.066946 5.243042 -1.994845 -0.06 -0.04 0.01
H 1.573772 3.311265 -0.847639 0.03 -0.08 0.04
H -2.963795 2.556687 3.157214 -0.06 -0.04 0.00
H -3.207348 1.171086 5.130417 0.01 0.02 0.01
H -2.758602 -0.940584 6.378895 -0.01 -0.01 0.01
H -1.455217 -2.747982 5.236046 0.00 -0.01 0.01
H -0.655774 -2.348791 2.922557 0.02 -0.02 -0.02
H -3.951950 4.914357 -0.032250 0.00 0.01 -0.01
H -4.460682 6.942572 -1.370244 -0.02 0.00 0.00
H -2.684267 7.980736 -2.749345 -0.01 0.03 -0.01
H -0.420527 7.007528 -2.793915 0.02 -0.01 -0.01
O -2.167720 -6.461773 0.420080 0.33 0.33 -0.05
C -3.228117 -5.774775 0.021629 -0.06 0.07 0.29
O -4.211250 -6.305918 -0.421509 0.01 -0.05 -0.06
C -3.193085 -4.285725 0.200903 0.17 -0.04 -0.12
C -4.318660 -3.479496 0.167543 -0.19 0.01 -0.09
Cl -5.957955 -3.860652 -0.018825 0.00 -0.03 0.01
N -3.923332 -2.195945 0.285568 0.13 0.29 0.14
N -2.590610 -2.123338 0.385622 0.10 -0.07 -0.05
C -2.128732 -3.359070 0.340264 -0.04 -0.02 0.06
C -0.637872 -3.533025 0.513696 -0.11 -0.10 0.02
O -0.212235 -4.656661 0.770846 -0.01 -0.37 -0.03
O 0.073534 -2.481275 0.420177 -0.16 0.08 0.24
C -4.647967 -0.959120 0.334600 0.04 -0.22 -0.18
C -4.261075 0.037861 -0.548102 -0.07 0.13 0.03
C -4.882199 1.274715 -0.474768 -0.01 -0.05 -0.03
C -5.886059 1.493005 0.458196 0.00 -0.06 0.03
C -6.266847 0.477558 1.327331 0.04 0.03 -0.04
C -5.642043 -0.760810 1.274382 -0.01 0.04 0.05
H -1.405422 -5.858035 0.654304 -0.17 -0.11 -0.08
H -3.486678 -0.145503 -1.283205 0.02 -0.05 -0.05
H -4.574458 2.061172 -1.150433 -0.01 0.02 0.01
H -6.375569 2.455568 0.507764 -0.01 0.03 0.02
H -7.045959 0.649903 2.056735 -0.03 0.01 0.01
H -5.912355 -1.555810 1.955495 -0.02 -0.01 0.01
C 4.368963 3.036773 3.310258 -0.01 0.05 -0.01
C 5.228383 1.809080 3.027230 -0.03 0.00 0.01
C 4.975902 0.661651 4.002401 0.04 0.01 0.03
C 3.621778 -0.010619 3.820238 -0.08 -0.07 -0.14
N 3.586708 -0.847431 2.620571 0.05 0.02 0.10
C 2.938486 -0.579463 1.469699 0.00 -0.14 -0.10
Se 1.932852 0.950463 1.128126 -0.16 0.01 0.06
N 3.146032 -1.607831 0.621464 -0.06 0.09 -0.11
C 2.596639 -1.751421 -0.728647 0.17 -0.18 0.09
C 3.660488 -1.587457 -1.804613 0.07 0.07 0.04
C 4.110676 -0.141206 -2.006578 -0.05 0.01 0.01
C 3.063419 0.715054 -2.714823 0.02 -0.01 -0.01
C 3.945594 -2.561591 1.244004 -0.13 0.01 -0.25
C 4.407758 -3.795637 0.809446 0.01 -0.03 0.08
C 5.183015 -4.515032 1.700641 0.00 0.04 0.05
C 5.476515 -4.023254 2.979970 -0.02 -0.02 -0.06
C 5.002448 -2.797255 3.410625 -0.02 -0.06 -0.02
C 4.231178 -2.076927 2.508908 -0.01 0.11 0.18
H 4.704823 3.893744 2.726019 -0.01 -0.02 -0.05
H 4.426958 3.321376 4.362515 0.03 -0.01 0.03
H 3.320406 2.865011 3.062297 0.01 -0.02 0.02
H 6.283903 2.081511 3.078859 0.01 0.00 0.02
H 5.051565 1.461143 2.004030 0.02 0.02 -0.02
H 5.030208 1.031988 5.029880 0.01 0.02 -0.01
H 5.761550 -0.091066 3.900637 0.00 0.00 0.02
H 2.820362 0.719559 3.709516 0.03 -0.01 0.05
H 3.375940 -0.655628 4.665442 0.04 -0.01 0.01
H 1.816529 -0.999697 -0.823388 0.05 -0.02 -0.10
H 2.115962 -2.729040 -0.771912 0.05 0.08 0.01
H 3.252933 -1.984257 -2.738908 0.01 0.02 -0.02
H 4.520900 -2.212783 -1.553452 -0.01 0.00 -0.01
H 5.040832 -0.138212 -2.577771 -0.02 0.02 -0.03
H 4.343412 0.304780 -1.034543 0.04 0.01 0.00
H 2.737350 0.233363 -3.641417 -0.01 0.00 -0.02
H 3.465123 1.694347 -2.976666 0.05 0.03 0.00
H 2.183135 0.887385 -2.093137 -0.04 -0.07 0.02
H 4.164546 -4.185069 -0.168302 -0.01 -0.01 -0.02
H 5.566015 -5.481368 1.405217 0.01 -0.02 0.01
H 6.081609 -4.619431 3.647891 0.02 -0.02 0.01
H 5.215989 -2.429685 4.403981 0.02 0.02 0.01
C 0.292625 0.428892 -7.163281 -0.01 -0.02 0.03
C -0.412015 -0.052266 -5.938932 0.02 0.03 -0.05
C -1.041216 -1.251381 -5.811754 0.02 0.01 -0.02
C -1.673937 -1.537398 -4.581864 -0.13 -0.19 0.10
N -1.668599 -0.705473 -3.559525 0.09 0.14 -0.02
C -1.030016 0.482348 -3.674052 -0.20 -0.31 0.32
S -0.934836 1.571014 -2.399079 0.02 -0.01 -0.45
N -0.428390 0.775495 -4.867193 0.13 0.22 -0.05
C -2.384366 -2.837663 -4.372327 0.04 0.04 -0.04
H 0.177028 -0.284919 -7.973677 0.01 -0.01 0.00
H 1.357343 0.560074 -6.963465 0.01 0.00 0.01
H -0.111714 1.389872 -7.483982 -0.01 0.00 0.00
H -1.056458 -1.952994 -6.630623 -0.03 -0.02 -0.01
H 0.037311 1.674375 -4.910345 -0.05 -0.07 -0.02
H -2.637278 -3.321439 -5.312646 -0.01 -0.01 -0.01
H -3.282162 -2.673117 -3.781006 -0.02 0.00 0.01
H -1.738250 -3.509372 -3.803770 0.03 -0.01 0.01
```
Positions in Å, forces in eV/Å.